Entry 1:
# C26H74N4O9

A molecular structure, C26H74N4O9 (ωB97M-V/def2-TZVPD, the OMol25 dataset).

Element x y z (Å)
1 C -19.039 0.179 -10.324
2 C -18.977 -0.590 -9.010
3 C -17.570 -0.884 -8.658
4 O -16.962 -1.820 -9.626
5 C -15.538 -2.014 -9.436
6 N -19.743 0.113 -8.022
7 H -18.515 1.134 -10.351
8 H -20.046 0.533 -10.546
9 H -18.644 -0.355 -11.188
10 H -19.555 -1.497 -9.189
11 H -17.582 -1.371 -7.683
12 H -16.956 0.017 -8.657
13 H -14.969 -1.162 -9.809
14 H -15.263 -2.841 -10.090
15 H -15.177 -2.279 -8.442
16 H -20.606 0.328 -8.501
17 H -19.214 0.962 -7.886
18 C -13.846 -6.382 -3.625
19 C -13.527 -4.858 -3.552
20 C -14.002 -4.006 -2.359
21 O -15.396 -4.165 -2.242
22 C -16.204 -3.088 -2.742
23 N -12.087 -4.659 -3.745
24 H -13.802 -6.892 -2.663
25 H -13.231 -6.934 -4.335
26 H -14.884 -6.430 -3.954
27 H -14.082 -4.397 -4.368
28 H -13.678 -2.966 -2.389
29 H -13.591 -4.492 -1.474
30 H -17.228 -3.456 -2.809
31 H -15.823 -2.885 -3.743
32 H -16.149 -2.220 -2.086
33 H -11.786 -5.298 -4.467
34 H -11.880 -3.803 -4.239
35 C -22.336 2.497 -5.219
36 C -21.246 2.274 -6.218
37 C -20.965 0.730 -6.220
38 O -20.409 0.352 -4.928
39 C -19.069 0.788 -4.733
40 N -21.706 2.751 -7.527
41 H -23.292 2.017 -5.428
42 H -22.652 3.540 -5.178
43 H -22.088 2.168 -4.210
44 H -20.367 2.814 -5.866
45 H -20.308 0.433 -7.037
46 H -21.871 0.169 -6.450
47 H -18.541 0.276 -3.929
48 H -19.055 1.859 -4.529
49 H -18.471 0.592 -5.623
50 H -22.489 2.129 -7.666
51 H -22.235 3.604 -7.411
52 C -20.691 -2.577 -7.834
53 C -20.733 -1.856 -6.501
54 C -20.801 -2.775 -5.254
55 O -22.035 -3.542 -5.321
56 C -22.511 -3.853 -3.997
57 N -19.538 -0.992 -6.355
58 H -21.429 -3.366 -7.976
59 H -19.788 -3.177 -7.950
60 H -20.829 -1.904 -8.680
61 H -21.633 -1.243 -6.460
62 H -20.876 -2.135 -4.375
63 H -19.950 -3.448 -5.145
64 H -22.615 -2.983 -3.348
65 H -21.715 -4.467 -3.578
66 H -23.449 -4.408 -4.015
67 H -19.257 -0.586 -7.236
68 H -19.818 -0.204 -5.789
69 C -17.873 1.430 -2.123
70 C -17.475 0.056 -2.536
71 O -16.687 -0.427 -1.435
72 H -18.473 1.385 -1.213
73 H -18.354 2.023 -2.900
74 H -16.990 2.030 -1.900
75 H -16.942 0.057 -3.487
76 H -18.379 -0.532 -2.696
77 H -15.787 -0.117 -1.559
78 C -14.311 -0.892 -3.829
79 C -13.991 0.515 -3.406
80 O -14.950 0.955 -2.519
81 H -14.616 -1.534 -3.002
82 H -13.475 -1.274 -4.413
83 H -15.126 -0.805 -4.548
84 H -13.946 1.197 -4.255
85 H -13.042 0.453 -2.875
86 H -14.627 1.778 -2.144
87 C -15.951 -1.945 -5.861
88 C -17.453 -1.617 -5.554
89 O -18.286 -2.614 -6.045
90 H -15.729 -2.237 -6.888
91 H -15.488 -2.702 -5.227
92 H -15.351 -1.046 -5.722
93 H -17.757 -0.711 -6.079
94 H -17.524 -1.361 -4.497
95 H -19.138 -2.171 -6.070
96 C -13.062 -1.828 -6.485
97 C -12.356 -3.039 -5.940
98 O -12.095 -2.898 -4.550
99 H -12.623 -0.926 -6.058
100 H -14.035 -1.791 -5.997
101 H -13.195 -1.747 -7.564
102 H -11.463 -3.207 -6.541
103 H -12.979 -3.915 -6.119
104 H -11.679 -2.037 -4.469
105 C -14.858 -4.033 -7.907
106 C -14.508 -5.476 -8.044
107 O -13.271 -5.661 -8.618
108 H -15.905 -3.988 -7.607
109 H -14.819 -3.526 -8.871
110 H -14.221 -3.504 -7.198
111 H -15.333 -6.000 -8.528
112 H -14.512 -5.915 -7.047
113 H -13.317 -5.390 -9.538

## Properties
HOMO energy	-7.119	eV
LUMO energy	0.0034	Eh
relative energy (zero: lowest compared OMol25 entry of this formula, charge and spin)	27.331	eV
gap between HOMO and LUMO	7.21	eV

Results of the Mulliken charge analysis, in e, for atoms 1 through 99: -1.803 0.567 0.002 -0.432 0.241 0.608 0.440 0.464 0.329 -0.332 0.078 0.322 0.385 0.302 0.091 0.521 0.429 -1.692 2.675 -0.813 -0.484 -0.019 -1.192 0.339 0.401 0.364 -1.568 0.102 0.466 0.269 -0.659 0.507 0.251 0.699 -1.709 -0.001 -0.805 -0.670 -0.389 -0.738 0.324 0.506 0.310 0.384 -2.451 0.897 -1.429 0.391 0.491 0.331 0.334 -1.949 1.236 -1.051 -0.432 -0.777 -0.324 0.620 0.153 0.684 -0.073 0.489 0.579 0.273 0.330 0.279 0.951 1.714 -1.308 0.331 -0.834 0.330 0.260 0.309 0.162 1.247 0.393 1.761 -1.391 -0.464 -0.235 -0.468 -1.489 0.347 0.450 0.263 -1.303 -0.584 -0.827 -0.971 0.551 1.284 0.977 0.284 -0.186 -1.424 0.362 -0.348 0.579

Entry 2:
# C26H74N6O8

8 unconnected molecules or ions with the total composition C26H74N6O8 (ωB97M-V/def2-TZVPD, the OMol25 dataset).

Element x y z (Å)
1 C 3.021 2.428 3.522
2 O 2.481 1.555 4.498
3 H 2.490 3.372 3.400
4 H 4.074 2.620 3.727
5 H 3.010 2.004 2.518
6 H 1.793 1.101 4.006
7 C 1.266 -3.531 -4.238
8 O 0.685 -4.254 -3.179
9 H 2.355 -3.546 -4.193
10 H 0.869 -4.025 -5.125
11 H 0.801 -2.545 -4.234
12 H 0.845 -5.200 -3.203
13 C -2.600 1.805 -4.034
14 C -3.164 3.215 -3.644
15 C -2.422 4.418 -4.271
16 O -1.008 4.422 -4.006
17 C -0.548 4.361 -2.646
18 N -4.576 3.330 -3.985
19 H -1.566 1.610 -3.752
20 H -2.616 1.806 -5.124
21 H -3.239 0.996 -3.678
22 H -3.210 3.265 -2.556
23 H -2.790 5.391 -3.947
24 H -2.410 4.425 -5.361
25 H 0.503 4.582 -2.461
26 H -0.640 3.299 -2.423
27 H -1.220 4.862 -1.949
28 H -4.967 4.020 -3.360
29 H -5.073 2.507 -3.674
30 C 1.822 -5.040 0.430
31 C 2.828 -5.687 -0.467
32 C 3.594 -4.640 -1.292
33 O 4.554 -5.253 -2.009
34 C 5.309 -4.326 -2.739
35 N 3.735 -6.519 0.284
36 H 2.403 -4.579 1.229
37 H 1.236 -5.850 0.866
38 H 1.175 -4.348 -0.109
39 H 2.335 -6.360 -1.169
40 H 4.002 -3.892 -0.612
41 H 2.913 -4.097 -1.948
42 H 6.116 -4.756 -3.332
43 H 5.667 -3.450 -2.197
44 H 4.673 -3.850 -3.485
45 H 4.498 -6.458 -0.374
46 H 4.142 -5.990 1.042
47 C 2.305 -1.167 -1.286
48 C 1.418 0.046 -1.064
49 C -0.078 -0.308 -1.162
50 O -0.737 0.942 -0.936
51 C -2.102 0.674 -0.614
52 N 1.801 0.496 0.214
53 H 3.282 -0.959 -0.850
54 H 2.478 -1.281 -2.356
55 H 1.900 -2.037 -0.767
56 H 1.620 0.832 -1.792
57 H -0.305 -1.109 -0.459
58 H -0.243 -0.662 -2.179
59 H -2.632 -0.027 -1.259
60 H -2.590 1.648 -0.634
61 H -2.202 0.312 0.409
62 H 1.194 1.283 0.395
63 H 1.535 -0.204 0.891
64 C -9.036 -0.992 3.673
65 C -7.832 -0.345 4.348
66 C -6.976 0.296 3.241
67 O -6.578 -0.641 2.267
68 C -5.936 -0.088 1.186
69 N -8.171 0.616 5.423
70 H -9.605 -0.319 3.033
71 H -9.674 -1.408 4.453
72 H -8.800 -1.870 3.072
73 H -7.065 -0.999 4.760
74 H -6.093 0.812 3.617
75 H -7.583 1.117 2.861
76 H -6.338 0.812 0.722
77 H -5.931 -0.919 0.481
78 H -4.908 0.115 1.484
79 H -7.351 1.183 5.585
80 H -8.439 0.171 6.289
81 C 3.445 3.535 -2.940
82 C 3.945 3.732 -1.471
83 C 4.744 2.471 -1.061
84 O 5.169 2.712 0.289
85 C 5.626 1.562 0.968
86 N 4.660 4.964 -1.471
87 H 2.699 4.272 -3.240
88 H 2.930 2.598 -3.150
89 H 4.206 3.676 -3.707
90 H 3.087 3.793 -0.801
91 H 5.650 2.392 -1.662
92 H 4.076 1.623 -1.216
93 H 4.817 0.873 1.212
94 H 6.053 1.983 1.878
95 H 6.379 0.999 0.417
96 H 4.891 5.223 -0.523
97 H 5.549 4.664 -1.846
98 C 1.066 -2.030 2.855
99 C 0.049 -1.438 3.790
100 C -0.792 -0.195 3.241
101 O 0.213 0.725 2.916
102 C -0.274 2.108 2.721
103 N -0.726 -2.575 4.250
104 H 1.578 -2.762 3.479
105 H 1.752 -1.316 2.397
106 H 0.576 -2.638 2.095
107 H 0.544 -1.090 4.696
108 H -1.410 0.127 4.079
109 H -1.422 -0.463 2.393
110 H -0.495 2.733 3.587
111 H -1.128 2.084 2.043
112 H 0.482 2.679 2.182
113 H -1.297 -2.865 3.469
114 H -0.115 -3.375 4.339

## Properties
HOMO energy (alpha / beta)	-10.763 / -10.763	eV
2S+1	2
LUMO energy (alpha / beta)	-0.1035 / -0.3290	Eh
expectation value of S²	0.76
gap between HOMO and LUMO (alpha / beta)	7.95 / 1.81	eV
total charge	+1

Results of the Mulliken charge analysis, in e, for atoms 1 through 99: -0.366 -0.609 0.276 0.329 -0.068 0.311 -0.364 -0.482 0.071 0.389 0.092 0.286 -1.328 0.710 -0.594 -0.096 -0.187 -0.630 0.225 0.434 0.405 0.203 0.322 0.335 0.179 0.095 0.341 0.303 0.310 -1.305 0.553 -0.005 -0.455 -0.686 -0.806 0.345 0.348 0.232 0.256 0.311 -0.225 0.324 0.332 0.168 0.329 0.314 -1.290 0.672 -1.038 0.130 -0.700 0.540 0.291 0.522 0.042 -0.077 0.286 0.430 0.440 0.243 -0.115 0.025 -0.641 -1.186 0.515 -0.934 -0.318 -0.679 -0.691 0.306 0.363 0.305 0.224 0.375 0.397 0.349 0.315 0.178 0.225 0.254 -1.325 0.344 -0.234 -0.300 -0.678 -0.723 0.350 0.291 0.386 0.134 0.459 -0.145 0.137 0.270 0.318 0.327 0.347 -1.416 0.628

| no. | total energy (Eh) | strongest force on any atom (eV Å⁻¹) |
| --- | --- | --- |
| 1 | -1930.092894 | 15.704 |
| 2 | -1964.876633 | 2.836 |